(1)
Below is 12 unconnected molecules or ions with the total composition C68H102N6O16S2 in a non-equilibrium geometry, with properties calculated with ωB97M-V with the def2-TZVPD basis set.

Summary:
LUMO energy: -0.806 eV
SMILES: O=[N+]([O-])c1ccccc1.O=[N+]([O-])c1ccccc1.O=[N+]([O-])c1ccccc1.O=[N+]([O-])c1ccccc1.O=[N+]([O-])c1ccccc1.O=[N+]([O-])c1ccccc1.O=S1(=O)CCCC1.O=S1(=O)CCCC1.CCCCCC.CCCCCC.CCCCCC.CCCCCC
E: -135523.378 eV
relative energy (zero: lowest compared OMol25 entry of this formula, charge and spin): 0.0 kcal/mol
HOMO energy: -9.82 eV

Structure (XYZ):
```
194
Properties=species:S:1:pos:R:3:forces:R:3
C -31.9639 -4.6769 -14.9933 0.4 0.8 0.3
C -31.8993 -5.9501 -14.4663 0.8 0.1 -0.3
C -33.0339 -6.5241 -13.9652 -0.2 -1.3 0.6
C -34.2001 -5.8099 -13.9101 -0.1 0.4 -0.3
C -34.2476 -4.5039 -14.3232 -0.6 0.9 0.0
C -33.1053 -3.9163 -14.8185 0.0 -0.1 -0.8
N -35.3683 -6.3954 -13.2617 0.4 1.2 0.6
O -36.2957 -5.6593 -13.0155 -0.7 0.3 -0.3
O -35.2712 -7.5147 -12.8548 0.0 -1.8 0.2
H -31.1168 -4.2112 -15.4832 0.2 -0.2 0.2
H -30.9381 -6.4445 -14.3930 -0.1 -0.3 -0.3
H -33.0426 -7.5376 -13.5855 0.1 0.1 0.1
H -35.1580 -3.9219 -14.2884 -0.1 -0.2 0.3
H -33.1219 -2.8869 -15.1501 -0.1 0.0 0.0
C -27.9532 -8.3305 -12.3743 0.6 -0.8 -0.4
C -27.0835 -7.3095 -12.0342 0.5 -0.1 -0.3
C -26.8499 -6.9849 -10.7096 -0.1 -0.4 -0.4
C -27.3753 -7.8534 -9.7814 -0.1 0.7 0.3
C -28.1280 -8.9607 -10.0831 -0.4 -0.3 -0.2
C -28.4351 -9.2040 -11.4087 -0.2 0.3 0.4
N -27.2948 -7.4409 -8.3905 -0.4 0.3 0.5
O -28.0033 -8.0169 -7.5996 -0.1 -0.5 0.5
O -26.6150 -6.4773 -8.1006 0.5 0.2 -0.1
H -28.0885 -8.5328 -13.4328 -0.2 0.0 0.1
H -26.4712 -6.8995 -12.8253 -0.4 0.7 -0.1
H -26.3239 -6.1010 -10.3907 0.3 -0.1 0.0
H -28.5442 -9.5757 -9.2997 0.1 0.0 0.1
H -29.0782 -10.0536 -11.5953 0.1 0.0 -0.4
C -34.2076 -3.3784 -10.6842 -0.6 0.2 0.3
C -32.9713 -3.0376 -11.1946 0.0 0.0 -0.3
C -31.9990 -4.0097 -11.3245 0.8 0.6 -0.3
C -32.2720 -5.3079 -10.9660 0.2 1.0 0.2
C -33.4874 -5.6337 -10.4377 -1.3 -1.3 -0.4
C -34.4895 -4.6882 -10.3335 0.5 0.2 0.4
N -31.2605 -6.3199 -11.1880 0.7 0.8 -0.6
O -30.1080 -5.9540 -11.4280 -0.7 -0.4 0.4
O -31.6458 -7.4577 -11.2218 0.2 -1.1 0.2
H -34.9564 -2.6087 -10.5323 0.0 -0.1 -0.2
H -32.7972 -2.0363 -11.5667 0.2 0.0 0.2
H -31.0119 -3.7571 -11.6897 -0.1 0.0 -0.1
H -33.7500 -6.6732 -10.2772 0.3 0.0 0.3
H -35.4431 -4.9859 -9.9257 -0.1 0.1 -0.1
C -33.3542 -10.2108 -13.3087 -0.4 -0.2 1.0
C -33.8445 -9.9475 -14.5773 1.2 -0.5 0.4
C -32.9050 -9.5775 -15.5371 -2.0 -0.9 -0.9
C -31.5911 -9.4003 -15.2263 0.3 0.1 0.4
C -31.1359 -9.5586 -13.9361 0.2 0.3 1.0
C -32.0389 -9.9630 -12.9578 0.6 -0.1 -0.9
N -30.6700 -9.2207 -16.3288 1.6 -0.8 -0.7
O -31.1432 -9.1074 -17.4424 0.1 0.4 0.1
O -29.4548 -9.3421 -16.1209 -1.2 0.5 0.2
H -33.9549 -10.6786 -12.5316 -0.3 0.3 -0.3
H -34.8502 -10.2363 -14.8357 -0.1 0.3 -0.1
H -33.2402 -9.6940 -16.5627 0.3 0.7 0.0
H -30.1196 -9.3499 -13.6302 0.0 -0.1 -0.4
H -31.6548 -10.1970 -11.9769 -0.2 0.2 0.2
C -29.6292 4.7064 -10.7472 0.3 -0.2 -0.4
C -29.1001 4.0658 -9.6417 0.0 -0.6 0.5
C -29.2262 2.6803 -9.4932 0.2 0.4 -0.4
C -29.7664 1.9746 -10.5499 0.1 0.2 -0.3
C -30.2660 2.5712 -11.6893 -0.5 1.5 -0.2
C -30.1884 3.9621 -11.7919 -1.0 0.0 1.2
N -29.8160 0.5270 -10.4781 -0.3 0.5 0.3
O -30.3499 -0.0681 -11.3669 -0.8 -0.8 -1.6
O -29.3331 -0.0075 -9.5256 0.9 -0.6 1.6
H -29.6047 5.7889 -10.7610 -0.1 0.0 -0.2
H -28.6130 4.6377 -8.8619 -0.2 0.0 0.1
H -28.9469 2.1414 -8.5992 0.2 0.1 -0.1
H -30.8916 2.0952 -12.4288 0.4 -0.6 0.1
H -30.8674 4.4584 -12.4760 0.6 0.0 -0.5
C -27.2895 -10.5377 -20.1446 -0.2 -0.8 -0.5
C -26.1332 -10.9590 -20.8095 0.5 0.3 0.6
C -24.9720 -10.2131 -20.6794 0.5 0.5 -0.5
C -25.0208 -8.9980 -20.0106 -1.0 -0.2 0.8
C -26.1181 -8.6696 -19.2443 -1.0 0.0 0.6
C -27.2803 -9.4463 -19.2955 0.5 0.4 -1.0
N -23.9339 -8.0275 -20.0628 0.4 -2.1 -0.2
O -22.9240 -8.3944 -20.6065 1.1 -0.3 -0.7
O -24.0788 -6.9681 -19.5548 -0.6 2.2 1.0
H -28.1913 -11.1142 -20.3291 0.0 0.2 0.2
H -26.0885 -11.8601 -21.4039 -0.3 -0.1 0.0
H -24.0137 -10.4813 -21.1103 -0.3 -0.1 -0.3
H -26.1468 -7.8376 -18.5535 0.4 0.3 -0.4
H -28.1910 -9.0447 -18.8723 0.0 -0.4 0.4
C -24.6091 -7.7627 -15.9850 0.1 0.7 -0.2
C -23.5975 -7.5126 -14.8525 -0.3 -1.2 -0.6
C -22.2003 -7.8572 -15.3728 0.9 -0.4 0.9
C -21.5479 -6.9073 -16.3811 0.7 -0.3 0.0
C -20.7107 -5.7625 -15.7836 -1.0 0.3 -0.4
C -19.5220 -6.2494 -14.9800 0.4 0.9 1.5
H -24.3335 -8.7083 -16.4538 -0.2 -0.1 0.0
H -24.5513 -6.9948 -16.7648 0.1 0.0 0.0
H -25.6548 -7.7948 -15.6755 0.1 -0.1 0.2
H -23.6424 -6.5279 -14.3786 -0.1 0.1 -0.3
H -23.8499 -8.2580 -14.0900 0.2 0.2 0.2
H -22.1413 -8.8734 -15.7859 -0.8 0.2 -0.3
H -21.5589 -8.0432 -14.4974 0.2 0.7 -0.1
H -20.8107 -7.5080 -16.9320 -0.2 0.0 -0.2
H -22.2926 -6.5878 -17.1141 0.1 0.3 0.0
H -20.3640 -5.0755 -16.5686 0.2 -0.5 -0.2
H -21.3678 -5.0513 -15.2498 0.2 -0.5 0.5
H -18.8506 -6.9517 -15.4719 -0.1 0.2 -0.4
H -18.9724 -5.3603 -14.6389 0.4 -0.2 -0.5
H -19.6958 -6.7011 -13.9934 -0.8 -0.2 -0.3
C -31.0123 -4.0851 -18.5139 0.8 0.1 -1.3
C -32.1829 -4.6257 -19.3418 -0.9 0.5 0.9
C -31.8235 -5.4373 -20.5579 1.7 0.1 0.0
C -31.2194 -6.8210 -20.2844 -0.7 0.2 -0.6
C -30.6970 -7.4599 -21.5584 0.6 -0.3 -1.3
C -31.8075 -8.2153 -22.2819 -0.6 0.2 0.1
H -30.3713 -3.4377 -19.1368 -0.4 0.2 0.0
H -30.2701 -4.8470 -18.2514 -0.5 -0.1 0.7
H -31.3858 -3.4654 -17.7038 0.2 -0.3 0.3
H -32.8624 -5.1523 -18.6558 0.1 -0.2 -0.2
H -32.7643 -3.7473 -19.6486 0.0 -0.1 -0.1
H -30.9949 -4.8701 -21.0124 -0.4 0.0 -0.4
H -32.6274 -5.5413 -21.2836 -0.1 0.2 0.1
H -30.4302 -6.7648 -19.5383 -0.2 -0.1 0.3
H -32.0630 -7.4529 -19.9950 0.3 -0.2 0.8
H -30.3203 -6.7420 -22.3017 0.0 0.4 0.4
H -29.8151 -8.0878 -21.4020 -0.2 -0.3 0.3
H -32.3033 -8.9117 -21.6015 0.1 -0.2 -0.1
H -32.5732 -7.4890 -22.5801 0.0 -0.1 0.1
H -31.5399 -8.7257 -23.2064 0.4 -0.1 0.1
C -22.0579 -1.5647 -15.3510 -0.3 0.7 -0.2
C -23.4800 -1.0219 -15.2682 -1.0 0.1 -0.4
C -23.7039 0.1354 -14.2939 0.9 0.7 -0.1
C -25.1577 0.5694 -14.1551 0.1 -0.6 -1.1
C -25.3785 1.7745 -13.3008 -0.2 1.0 1.1
C -26.8678 2.0251 -13.0256 -0.1 -1.4 0.1
H -21.3954 -0.7400 -15.6349 0.1 -0.2 -0.1
H -22.0152 -2.3344 -16.1198 0.2 -0.1 0.1
H -21.6788 -1.9377 -14.3992 -0.2 -0.2 0.0
H -23.8006 -0.5914 -16.2319 0.5 -0.1 -0.1
H -24.2386 -1.8178 -15.1924 0.3 0.0 0.7
H -23.1182 0.9706 -14.7201 -0.3 0.0 0.0
H -23.2037 0.0444 -13.3175 -0.4 -0.6 0.0
H -25.5545 0.7946 -15.1566 0.1 -0.1 0.0
H -25.7405 -0.2955 -13.8198 0.0 0.2 0.2
H -24.8107 1.6539 -12.3685 -0.3 0.0 0.1
H -24.9708 2.6964 -13.7326 0.2 -0.3 -0.3
H -27.2721 1.1819 -12.4408 0.1 0.2 0.0
H -27.1274 2.9180 -12.4626 0.2 0.3 -0.3
H -27.4105 1.9349 -13.9729 -0.1 0.6 0.1
C -27.9768 -6.3286 -16.0802 0.4 -0.6 2.1
C -27.1148 -5.2162 -15.5032 0.0 2.2 -1.4
C -27.9059 -4.1407 -14.7633 -1.4 -1.1 1.4
C -27.1256 -3.0716 -14.0280 -0.1 0.6 -0.9
C -28.0269 -2.1383 -13.1842 1.0 -0.1 0.5
C -27.3096 -1.7382 -11.8888 0.3 0.5 -0.4
H -27.3863 -7.0676 -16.6152 -0.3 0.3 -0.7
H -28.8673 -5.9347 -16.5609 0.1 -0.1 -0.5
H -28.3253 -6.9166 -15.2111 -0.3 0.1 -0.2
H -26.2549 -5.4937 -14.8949 -0.1 -0.5 0.0
H -26.7216 -4.6156 -16.3416 0.5 -0.5 -0.1
H -28.4742 -4.6559 -13.9602 0.0 0.0 -0.1
H -28.7142 -3.7081 -15.3655 0.3 0.1 -0.3
H -26.3485 -3.5915 -13.4606 0.0 0.3 0.3
H -26.6336 -2.4081 -14.7523 0.3 -0.3 0.0
H -28.1803 -1.2013 -13.7229 -0.6 -0.2 -0.2
H -28.9649 -2.6480 -12.9546 -0.1 0.2 -0.1
H -27.9273 -1.1879 -11.1788 -0.2 -0.5 0.1
H -26.8410 -2.6230 -11.4749 -0.1 -0.1 0.6
H -26.5017 -1.0261 -12.1004 0.1 -0.3 -0.1
C -28.2105 -3.2296 -8.6224 0.0 1.8 -0.4
C -27.9640 -3.4447 -7.1152 0.1 -0.4 -0.4
C -29.2279 -3.9297 -6.4425 -0.4 -0.2 -0.2
S -30.6074 -3.2430 -7.4078 0.9 -1.2 -0.3
O -30.9181 -1.8772 -7.0989 -0.1 0.3 0.2
O -31.6140 -4.2785 -7.4163 -0.6 0.4 0.0
C -29.6928 -3.3283 -8.9721 0.4 -0.9 0.7
H -27.5965 -3.8676 -9.2570 -0.2 -0.3 0.1
H -27.9223 -2.2069 -8.8850 0.3 -0.1 0.1
H -27.6611 -2.5019 -6.6678 0.3 -0.1 0.1
H -27.1987 -4.2169 -7.0601 0.2 0.3 0.6
H -29.2552 -3.7468 -5.3722 -0.3 0.4 0.0
H -29.4216 -4.9942 -6.5828 0.3 -0.1 0.0
H -30.0547 -2.5504 -9.6332 -0.1 -0.1 -0.2
H -29.8043 -4.3551 -9.3175 -0.8 0.2 -0.4
C -21.5485 -3.4582 -9.9614 -0.8 -0.5 -0.3
C -22.1850 -3.9192 -11.2967 -0.3 0.1 1.3
C -21.1499 -4.7280 -12.0252 0.4 0.4 -0.4
S -20.1707 -5.5426 -10.7417 -1.9 -0.5 -1.3
O -18.8057 -5.1240 -10.8151 0.4 0.2 0.4
O -20.5521 -6.9254 -10.8721 0.5 -0.5 0.6
C -21.0361 -4.7656 -9.3776 1.2 0.3 1.1
H -22.3501 -3.1316 -9.3035 0.2 0.6 0.0
H -20.8063 -2.6869 -10.1465 0.2 0.0 0.3
H -22.6058 -3.0839 -11.8397 0.0 0.1 -0.4
H -22.9941 -4.5714 -10.9483 -0.2 0.0 -0.5
H -20.4739 -4.0992 -12.6055 0.0 0.0 -0.1
H -21.5832 -5.5032 -12.6490 0.2 -0.1 -0.1
H -20.3238 -4.6885 -8.5512 0.2 0.3 -0.2
H -21.8380 -5.3606 -8.9393 -0.1 -0.3 -0.7
```
Positions in Å, forces in eV/Å.


(2)
Below is 2 unconnected molecules or ions with the total composition C6H14N2O2 in a non-equilibrium geometry, with properties calculated with ωB97M-V with the def2-TZVPD basis set.

Summary:
LUMO energy: 0.435 eV
SMILES: CNC(C)=O.CNC(C)=O
E: -13524.834 eV
relative energy (zero: lowest compared OMol25 entry of this formula, charge and spin): 18.2 kcal/mol
HOMO energy: -9.65 eV

Structure (XYZ):
```
24
Properties=species:S:1:pos:R:3:forces:R:3
C 2.9050 0.1822 0.6701 -0.4 0.3 0.2
C 0.4802 2.4881 -1.0424 0.7 -0.1 1.6
C 2.2008 0.8293 -0.5089 -0.3 -0.8 0.6
O 2.6311 0.8025 -1.6401 0.2 0.3 -0.1
N 0.9940 1.3996 -0.1808 0.2 0.4 -1.0
H 2.1808 -0.2932 1.3294 -0.1 -0.1 0.1
H 0.7162 1.4001 0.7834 0.2 0.1 0.1
H 0.5276 3.3809 -0.4116 -0.5 0.2 -0.2
H 3.6193 -0.5531 0.3551 0.3 -0.3 -0.3
H 3.4175 0.9503 1.2543 0.0 0.0 -0.1
H 1.2034 2.6708 -1.8292 -0.3 -0.4 -0.4
H -0.5280 2.2719 -1.3623 -0.1 0.1 -0.4
C -1.5001 -1.6302 2.0738 -0.7 -0.1 0.1
C -1.8143 -0.8499 -1.6447 -1.1 -0.3 0.7
C -1.8550 -1.7144 -0.3948 0.9 -0.5 -0.2
O -1.9245 -2.9288 -0.4480 -0.2 0.1 0.1
N -1.6780 -1.0398 0.7691 -0.2 0.4 0.3
H -1.6191 -0.0447 0.7191 0.0 0.3 -0.1
H -1.9515 -2.6194 2.0753 0.3 -0.1 0.0
H -2.1414 0.1550 -1.3816 0.3 0.2 -0.3
H -0.4626 -1.6614 2.3631 0.5 -0.3 0.0
H -2.0097 -1.0436 2.8412 -0.1 0.1 -0.2
H -0.8229 -0.8879 -2.0795 0.1 0.1 -0.1
H -2.5688 -1.2642 -2.3100 0.2 0.0 -0.3
```
Positions in Å, forces in eV/Å.